Record 1
111
Properties=species:S:1:pos:R:3:forces:R:3 method="wB97M-V/def2-TZVPD" total_charge=+2 energy_ha=-1486.6993 relative_energy_kj_mol=61.76 spin_multiplicity=1 lumo_ev=-4.5
Ba 8.79100 4.01900 -15.61200 -0.38 0.15 0.03
C 8.96600 0.34700 -16.82100 1.58 -0.28 0.50
C 7.66400 0.96700 -16.53100 -0.42 0.32 0.90
N 7.39900 2.18700 -17.24600 -0.70 0.52 -0.18
C 7.47400 1.94100 -18.70100 0.37 -1.80 -0.42
C 6.66000 0.72300 -19.21800 0.19 0.65 0.05
C 6.01000 2.59700 -16.98100 1.22 1.99 0.10
C 5.91300 4.03400 -17.55700 -1.48 -1.47 -0.47
H 9.23700 -0.41500 -16.07500 -0.19 0.13 -0.45
H 9.81900 1.03000 -16.90500 -0.19 0.35 0.42
H 8.95100 -0.06300 -17.79800 -0.06 -0.92 -0.83
H 7.46700 1.14500 -15.46900 0.28 0.13 0.18
H 6.89000 0.30300 -16.79800 -0.97 -1.34 -0.17
H 8.51400 1.74500 -18.92200 0.17 0.07 -0.16
H 7.18200 2.76800 -19.31100 -0.08 0.84 0.15
H 7.10300 -0.22900 -18.92400 -0.32 0.00 0.13
H 6.72200 0.76300 -20.30200 -0.07 -0.04 -0.14
H 5.59600 0.80200 -18.95400 0.37 -0.34 -0.09
H 5.69900 2.58800 -15.93600 0.89 0.19 0.41
H 5.28700 1.90500 -17.33800 -0.61 -0.46 -1.13
H 6.73900 4.71200 -17.34300 0.13 -0.38 -0.24
H 5.07300 4.40300 -17.03400 -1.05 1.06 0.14
H 5.65500 4.02300 -18.63400 0.41 0.21 0.62
C 10.13200 1.12700 -13.92900 0.70 -2.30 1.76
C 11.35900 1.68300 -14.59600 -0.63 -0.43 1.12
N 11.20700 3.12200 -14.77500 0.35 -0.26 0.04
C 11.22900 3.82700 -13.49400 0.13 -0.80 0.65
C 12.45800 3.67900 -12.66500 0.81 -0.35 0.53
C 12.24500 3.63800 -15.65200 -0.85 0.16 -1.44
C 11.77700 3.47700 -17.10600 0.92 -1.76 -1.33
H 10.23900 0.00400 -13.88800 -0.29 1.01 -0.29
H 9.20900 1.34100 -14.40600 -0.83 0.22 -0.67
H 10.00400 1.35400 -12.86700 0.25 0.39 -0.11
H 11.44300 1.10300 -15.49500 0.36 0.43 -0.91
H 12.23200 1.42800 -13.99000 0.16 0.17 -0.04
H 10.43500 3.50200 -12.83300 -0.72 0.04 -0.36
H 11.16300 4.86300 -13.66900 -0.56 1.25 -0.64
H 13.33200 3.69500 -13.30600 0.38 -0.38 0.14
H 12.38700 2.79000 -12.02700 0.51 0.13 -0.24
H 12.57800 4.54500 -12.02300 -0.13 0.07 0.28
H 13.23400 3.21600 -15.47300 -0.05 -0.22 -0.11
H 12.30900 4.68900 -15.48700 0.34 0.97 0.33
H 11.41900 2.40100 -17.34000 0.56 1.72 0.45
H 12.63400 3.64500 -17.79600 -0.41 -0.25 0.40
H 11.04700 4.18800 -17.53600 -0.07 -0.06 0.77
C 6.12800 5.29500 -9.58900 1.70 -0.25 0.93
C 7.09400 5.47400 -10.75200 -0.52 -1.36 0.38
N 7.27900 4.28300 -11.63700 1.48 0.92 0.12
C 6.03600 3.66600 -12.08400 1.47 -0.03 0.52
C 6.20700 3.02300 -13.43400 0.22 -1.13 -0.41
C 8.34400 3.30800 -11.14800 -1.75 0.24 -0.37
C 7.98800 2.49700 -9.91700 -0.58 -0.84 0.50
H 5.18200 5.43900 -9.93800 -2.85 1.18 -0.80
H 6.42000 6.05800 -8.83500 -0.65 -0.78 -0.14
H 5.98500 4.28600 -9.19900 0.97 0.06 0.42
H 8.01600 5.77800 -10.31000 1.10 -0.18 -0.07
H 6.72700 6.37000 -11.25300 0.03 -0.19 -0.78
H 5.27700 4.40000 -12.21900 -0.61 0.87 0.29
H 5.71700 2.98300 -11.30100 -0.55 -0.47 -0.28
H 6.19900 3.76000 -14.27900 0.38 -0.44 0.82
H 5.31300 2.42800 -13.60200 -0.07 -0.33 -0.27
H 7.07900 2.29300 -13.44700 -0.85 0.92 -0.23
H 9.27600 3.83900 -10.96200 -0.04 0.28 -0.21
H 8.50200 2.54700 -11.94600 0.05 0.70 0.25
H 7.76400 3.05000 -8.99800 0.24 0.19 -0.38
H 8.83800 1.84200 -9.69200 -0.21 -0.03 0.02
H 7.09800 1.84600 -10.09600 0.70 0.36 0.07
C 10.41600 3.01800 -20.13300 0.11 -0.03 -0.32
C 10.53600 4.41000 -20.59900 -1.17 0.18 -0.15
N 9.22400 5.05700 -20.65400 0.87 0.34 -1.44
C 9.40900 6.22300 -21.54700 -3.52 0.15 0.56
C 8.08800 7.04300 -21.68000 1.84 -0.37 -2.21
C 8.56900 5.29000 -19.38400 1.96 0.55 -0.26
C 9.27400 6.28400 -18.43900 -0.35 0.62 -0.04
H 11.26800 2.49300 -20.43100 1.72 -0.94 -0.04
H 9.64600 2.52400 -20.66000 -1.23 -0.42 -0.42
H 10.29200 2.94300 -19.09400 -0.31 -0.37 1.36
H 10.90200 4.33100 -21.62000 0.18 0.55 -0.01
H 11.20800 4.98400 -19.97400 0.72 0.26 0.02
H 9.75700 5.95300 -22.51800 -0.11 -0.96 -0.68
H 10.14500 6.89100 -21.24500 1.67 1.30 1.25
H 7.20900 6.49900 -21.59300 -1.50 -1.57 0.32
H 8.01300 7.44100 -22.70200 0.23 0.12 0.27
H 7.99800 7.85300 -21.03400 0.16 1.48 1.32
H 8.59000 4.37500 -18.83100 -0.07 -1.11 0.10
H 7.53900 5.48800 -19.56600 -0.79 0.62 0.02
H 10.35800 6.19800 -18.41100 0.14 -0.17 -0.37
H 8.96000 6.07400 -17.42300 -0.30 0.15 0.53
H 9.05100 7.34900 -18.58800 -0.02 -0.33 -0.22
C 7.68900 9.28500 -15.07000 0.29 -1.04 -0.57
C 8.12900 7.99100 -15.82900 0.09 1.80 -0.42
N 8.23200 6.77500 -15.00600 -0.18 0.57 -1.26
C 6.93900 6.52500 -14.35900 0.66 -0.52 0.99
C 5.84000 6.34900 -15.35100 -0.35 -0.17 -0.02
C 9.41400 6.97200 -14.19800 0.44 0.75 2.25
C 9.38700 6.34300 -12.79700 -0.75 1.99 0.13
H 8.14700 9.37200 -14.06600 -0.03 0.34 -0.75
H 6.62400 9.24700 -14.94800 -0.63 0.24 0.24
H 7.91900 10.08600 -15.79000 0.00 0.11 0.84
H 9.05500 8.30600 -16.33500 0.30 -0.96 0.52
H 7.47700 7.88600 -16.68600 -0.48 -0.40 0.00
H 6.70300 7.24600 -13.62000 -0.30 1.40 0.54
H 7.00000 5.66900 -13.69300 0.46 -0.65 -0.13
H 6.26300 6.27000 -16.32300 0.32 -0.55 -0.79
H 5.25300 7.23800 -15.48300 -0.74 0.31 0.43
H 5.23700 5.45800 -15.12100 -0.10 0.59 -0.18
H 9.78700 8.02100 -14.15100 -0.91 -0.37 0.27
H 10.23200 6.56100 -14.70300 1.56 -1.15 -1.26
H 8.59100 6.83200 -12.16500 0.85 -0.81 -0.75
H 10.33000 6.50200 -12.28200 0.22 0.20 -0.06
H 9.26600 5.29000 -12.86600 -0.65 -0.76 0.31

---

Record 2
48
Properties=species:S:1:pos:R:3:forces:R:3 method="wB97M-V/def2-TZVPD" total_charge=-2 energy_ha=-11516.6240 relative_energy_kj_mol=72.84 spin_multiplicity=1 lumo_ev=4.2
Ba 0.23445 -0.37819 0.63024 2.19 1.29 0.60
N 2.00818 1.83891 -0.52754 0.29 -0.22 -0.03
C 2.74656 1.11200 -1.57481 -0.27 -0.01 0.28
C 1.80703 0.78291 -2.73022 -0.22 -0.13 0.07
N 0.75069 -0.13595 -2.31265 0.13 -0.04 -0.35
C 0.74941 -1.48239 -2.88281 -0.04 0.21 0.22
C 1.50512 -2.49636 -2.02723 -0.08 0.08 0.30
N 0.73102 -2.77692 -0.80535 -0.07 -0.36 -0.68
H 2.29900 1.57225 0.41904 -0.05 0.13 -0.18
H 2.10153 2.84062 -0.61685 0.03 0.02 -0.02
H 3.62194 1.65850 -1.94450 0.06 0.08 -0.03
H 3.09284 0.16920 -1.14291 0.03 0.10 0.04
H 1.35868 1.71657 -3.09134 0.01 0.00 -0.03
H 2.37659 0.35604 -3.56825 0.01 -0.02 0.03
H -0.17760 0.26412 -2.33978 0.07 -0.08 0.02
H -0.29195 -1.80893 -2.94975 -0.01 -0.01 0.00
H 1.17091 -1.48356 -3.89735 0.06 0.00 -0.09
H 1.68265 -3.39408 -2.63448 0.01 -0.07 -0.04
H 2.48096 -2.09561 -1.73189 -0.07 -0.04 0.03
H -0.19724 -3.10744 -1.07100 0.07 -0.06 0.03
H 1.18063 -3.48105 -0.23401 0.13 0.10 0.03
N -1.05629 1.50466 2.26824 -0.61 0.03 0.53
C -1.51519 0.56225 3.32853 0.16 -0.02 -0.35
C -2.40546 -0.49157 2.64632 -0.11 -0.31 -0.27
O -3.64800 -0.41923 2.81552 0.31 0.11 0.00
N -1.71726 -1.31185 1.85369 -1.55 -0.45 0.63
C -2.50604 -2.05021 0.86660 0.08 0.36 0.17
C -2.12541 -1.65099 -0.58402 -0.27 0.11 -0.30
O -2.26475 -2.49740 -1.49367 -0.01 0.20 0.24
O -1.65470 -0.46839 -0.73534 -2.25 -0.79 -1.41
H -0.45271 2.22302 2.64914 0.11 -0.09 0.03
H -1.87344 1.94147 1.85453 0.01 0.05 0.05
H -2.09344 1.04152 4.11447 -0.10 0.15 0.14
H -0.62743 0.10649 3.77382 0.01 0.01 -0.09
H -3.57332 -1.82702 0.98035 -0.03 -0.04 -0.02
H -2.38671 -3.13103 0.95980 0.06 -0.07 -0.02
Br 5.75324 0.16830 5.75730 0.01 0.00 0.01
C 4.79117 -0.24113 4.17213 -0.21 0.02 -0.19
C 5.21006 -1.25328 3.33242 -0.22 0.08 -0.15
Br 6.76947 -2.26734 3.71550 0.00 0.01 0.02
C 4.45556 -1.53627 2.16667 -0.17 0.18 0.13
Br 4.95986 -2.91347 0.95175 0.06 -0.02 0.04
C 3.28098 -0.85227 1.81835 0.01 0.06 -0.10
O 2.57058 -1.12240 0.77308 1.59 -0.22 0.62
C 2.84906 0.25893 2.69529 0.09 -0.02 -0.05
O 1.80733 0.93912 2.35739 0.73 -0.16 0.37
C 3.62627 0.49703 3.84473 -0.04 -0.11 -0.27
Br 3.01092 1.93461 4.93139 0.06 -0.02 0.05

---

Record 3
22
Properties=species:S:1:pos:R:3:forces:R:3 method="wB97M-V/def2-TZVPD" total_charge=+2 energy_ha=-399.8456 relative_energy_kj_mol=566.17 spin_multiplicity=1 lumo_ev=-7.7
C -8.08787 11.43685 -6.57197 -3.11 -1.83 0.66
C -8.50578 9.13935 -6.78570 -2.27 1.88 1.50
C 8.69731 -8.65294 4.34762 -1.88 -0.99 0.16
C 8.29131 -9.26992 6.86666 2.27 -0.27 2.01
C -11.21299 10.39822 -5.53172 -4.16 -4.34 0.76
C 8.54819 -9.50117 5.49172 0.12 -1.72 1.17
N -9.22297 11.46709 -5.97193 0.43 0.32 0.03
N -7.74316 10.10808 -7.06100 -0.37 1.31 0.81
N -9.84711 10.41922 -5.70462 4.54 -1.92 -1.50
H -7.49746 12.27267 -6.59926 1.81 1.48 -0.55
H -8.58732 8.04458 -6.72459 0.53 0.70 -0.41
H 8.12901 -9.08204 3.52891 0.29 -1.16 -0.53
H 8.10048 -7.77584 4.39526 0.91 1.86 0.69
H 9.73667 -8.75363 4.05885 0.53 0.65 -0.31
H 8.12337 -10.09020 7.59303 0.00 -0.15 -1.20
H 7.54141 -8.58852 6.94856 -2.27 2.61 0.53
H 9.17789 -8.75335 7.37971 -0.68 -0.05 -0.96
H -11.80779 10.31844 -6.42672 0.08 0.91 -0.73
H -11.69518 9.43387 -5.00766 2.06 1.60 -0.74
H -11.54559 11.13384 -4.86071 -0.12 1.56 0.53
H 8.60955 -10.57037 5.46664 0.70 -0.79 -1.55
H -6.87128 10.31061 -7.53590 0.58 -1.63 -0.38

---

Record 4
16
Properties=species:S:1:pos:R:3:forces:R:3 method="wB97M-V/def2-TZVPD" total_charge=0 energy_ha=-740.8228 spin_multiplicity=1 lumo_ev="-0.7 / -1.3"
C -0.37805 0.14224 -2.18104 -0.65 2.93 1.94
C -0.56200 0.66075 -0.05663 0.92 0.25 -0.08
C 0.31167 -0.38807 -0.27236 -0.28 0.01 0.87
C -0.69353 1.31313 1.18453 1.63 -2.59 1.47
C 0.72444 -0.54326 1.92153 0.97 -2.06 -0.11
N 0.43549 -0.65851 -1.59098 0.00 -1.25 -0.04
N 0.90218 -1.05067 0.77382 0.40 0.14 0.65
N -0.92501 1.12497 -1.28151 1.04 -3.06 -2.04
N 0.02407 0.50226 2.23065 -0.82 0.75 -0.92
N 1.83406 -1.60029 3.80066 -0.28 0.73 -2.33
O -1.21813 2.28374 1.53481 -2.02 3.43 0.59
F -0.02687 0.92160 3.51899 -0.10 0.11 -0.31
F 2.53388 -0.40733 4.06018 -0.03 -1.32 -0.48
H -0.60591 0.19740 -3.20447 -0.08 0.00 -1.12
H -1.60723 1.78584 -1.53390 -0.84 0.79 -0.01
H 2.20322 -1.99407 2.84719 0.14 1.13 1.93

---

Record 5
24
Properties=species:S:1:pos:R:3:forces:R:3 method="wB97M-V/def2-TZVPD" total_charge=0 energy_ha=-999.4052 relative_energy_kj_mol=116.17 spin_multiplicity=1 lumo_ev=0.5
N -2.52510 -1.70100 -0.59109 -3.57 -2.20 1.05
N 2.54702 0.13459 0.59664 -1.97 -1.87 -0.27
N 1.70217 2.18179 -0.25917 0.11 -0.49 -1.59
S 1.08801 -2.11955 0.83734 -0.07 -0.14 0.40
C -1.36705 -1.52411 -0.10299 -2.19 0.42 -0.47
C 2.68216 1.35229 0.11066 0.73 1.42 1.76
C 1.33809 -0.40182 0.38294 -1.17 0.39 -1.33
C 0.51803 1.64137 -0.62028 0.33 -0.96 2.39
C 0.28514 0.27770 -0.34807 2.06 -0.70 0.62
N -3.45034 -2.61400 0.06657 2.91 -1.76 1.11
N 3.93794 1.86553 0.38353 0.52 0.44 -0.43
N -0.87456 -0.39884 -0.74011 2.12 0.95 -0.88
C -0.76289 -2.24500 1.06172 0.75 0.05 -2.02
C -0.59308 2.61878 -0.79558 -0.76 -0.17 0.12
H -3.11006 -3.56834 0.40609 -0.56 2.03 -0.89
H -4.44803 -2.58658 -0.02218 0.24 0.68 -0.99
H 4.55210 1.28238 0.96948 -0.58 0.55 -0.98
H 4.33808 2.57234 -0.23753 -0.32 -0.51 0.67
H -1.08194 -0.34802 -1.75119 -0.14 -0.04 1.21
H -1.03785 -1.77666 1.96813 -0.37 0.35 1.08
H -1.18329 -3.28681 0.99911 1.14 0.89 0.35
H -1.48590 2.25226 -1.35445 0.92 0.39 0.16
H -0.10937 3.49900 -1.17922 -0.38 0.54 -0.55
H -0.95929 2.89270 0.21965 0.23 -0.27 -0.52